Molecular formula: C34H53Br2Cl18I3O2
Method: DFT, wB97M-V/def2-TZVPD

Element x y z (Å)
H  4.385  6.265  1.896
H  3.866  1.277  -1.119
H  0.774  -1.113  -7.694
H  -0.900  -2.935  -7.071
H  2.617  -3.994  5.564
Cl  6.682  6.398  2.431
H  -2.402  7.785  -5.124
Cl  -3.531  8.872  -6.891
H  2.238  -2.773  -3.889
Cl  2.465  -4.171  12.676
Br  2.813  5.105  -0.562
Cl  -3.520  5.476  -6.495
H  5.191  -1.883  -3.716
H  1.623  -6.284  13.314
H  3.512  -3.318  -4.994
H  -2.425  6.477  -1.727
H  3.555  -3.108  3.198
H  -3.088  2.850  -1.836
C  -0.504  -3.851  1.521
C  -1.791  -0.634  -2.027
H  0.873  -2.395  -1.591
H  -6.177  -2.462  1.647
H  3.775  2.780  -2.380
Cl  3.681  -0.914  -2.180
H  2.814  -2.049  0.751
I  -2.333  -2.196  -3.500
H  3.912  -0.951  -4.512
H  -1.294  8.434  -6.345
H  4.226  -6.246  11.651
I  -1.306  -0.342  1.175
C  -0.605  -0.778  -0.852
H  0.823  2.904  -1.545
H  0.374  -3.480  -8.175
H  3.993  8.745  1.442
O  0.480  0.058  -1.362
C  -2.124  6.517  -6.871
H  5.676  9.072  1.888
Cl  0.614  -4.347  8.786
H  4.985  2.782  -0.933
H  -3.761  -2.817  1.466
C  2.620  -5.899  13.078
H  -0.207  -5.902  10.336
I  -4.182  0.743  -3.807
C  -0.537  -5.588  9.340
H  0.452  5.351  -1.699
C  1.193  0.861  -0.397
Cl  2.231  -6.814  10.520
C  4.115  -1.684  -3.726
C  -5.818  -3.331  1.088
H  -1.193  -7.580  8.850
C  4.835  8.389  2.043
C  1.224  2.536  -0.484
C  1.412  -4.262  3.638
C  1.929  -4.846  5.089
H  -5.884  -4.206  1.742
C  -0.013  -2.317  -0.801
H  -0.934  4.569  -0.921
Cl  -1.310  -6.390  6.833
C  -4.393  -3.090  0.615
Br  0.126  3.234  1.042
H  5.360  6.913  0.565
H  2.053  -2.045  -6.898
H  3.132  2.918  0.867
Cl  -6.946  -3.570  -0.270
H  -2.668  1.964  -0.244
C  3.885  2.441  -1.245
C  0.176  -3.113  -7.164
H  -0.805  -3.146  -1.132
H  -1.165  6.984  -0.590
H  -7.565  2.317  -7.900
C  -6.604  2.435  -7.388
Cl  0.617  -4.426  -6.044
Cl  -1.057  4.416  -3.257
C  -0.580  -6.788  8.408
O  2.013  0.421  0.599
Cl  -0.745  7.783  -2.753
H  -2.051  6.608  -7.959
Cl  4.335  8.506  3.749
C  -2.600  0.635  -2.230
H  -1.233  5.992  -6.513
Cl  -3.672  -4.545  -0.116
Cl  0.543  -1.076  -5.361
C  -1.343  6.576  -1.589
C  3.314  -2.951  -3.982
Cl  -6.296  0.956  -6.444
H  3.473  -7.715  12.293
H  -5.819  2.494  -8.148
C  -2.377  2.005  -1.375
H  -0.808  -5.220  3.571
H  0.420  -7.194  8.226
C  0.977  -1.846  -6.908
H  -5.661  3.748  -5.932
C  0.524  -2.868  0.633
H  -4.344  -2.280  -0.119
H  0.984  -4.913  5.816
H  -1.292  2.381  -1.602
C  3.275  -6.692  11.958
H  -1.588  -4.070  1.083
C  -6.580  3.685  -6.523
C  2.001  -2.678  1.309
C  -2.225  7.878  -6.200
C  5.188  6.965  1.644
C  2.774  3.100  -0.237
H  -1.520  -5.119  9.440
H  -6.640  4.576  -7.155
C  -0.066  -4.525  2.969
Cl  3.755  -4.264  -2.863
H  2.499  -5.884  5.002
C  2.467  -3.329  2.770
H  3.231  -5.960  13.983
C  -0.636  5.238  -1.734
Cl  -7.963  3.754  -5.403

Properties
Kohn-Sham gap   6.95 eV
F_max   9.015 eV/A
HOMO energy   -0.2852 Ha
Electronic energy   -429990.9722 eV



Molecular formula: C34H53ClN3O7PS2
Method: DFT, wB97M-V/def2-TZVPD

Element x y z (Å)
H  3.337  -2.933  2.631
H  -4.450  -0.031  0.217
O  1.341  1.327  -1.115
H  9.542  1.263  -4.345
C  3.424  -2.524  1.620
H  -9.751  -2.286  6.955
O  0.528  1.232  1.643
H  0.610  -5.626  -5.179
H  -6.957  2.653  1.416
C  0.570  -3.472  -5.243
O  -0.437  2.336  -2.527
C  -5.413  1.869  0.096
H  -3.047  -0.118  3.483
H  2.668  -4.181  0.555
H  -4.401  1.617  2.554
H  -5.405  0.182  2.921
C  -8.533  -1.037  4.069
H  1.251  3.653  2.921
C  2.312  -3.175  0.795
H  3.390  2.973  -3.764
C  0.223  -4.716  -4.741
H  -2.591  0.133  1.806
H  2.162  -2.681  -0.167
C  0.962  -3.326  1.527
C  -9.044  -1.994  6.189
H  -0.129  1.314  2.346
H  3.781  0.867  -3.812
O  4.499  1.256  -3.310
P  0.898  2.682  1.065
C  8.182  4.726  -3.620
C  4.175  3.049  -1.730
O  1.814  3.361  2.193
H  10.481  3.224  -5.577
H  -4.701  -1.851  1.903
C  -0.806  -2.505  -3.558
H  -1.658  -4.138  1.130
S  0.947  2.080  -2.451
H  1.060  -3.055  2.583
H  -7.302  -2.686  7.253
C  -4.644  0.597  2.259
C  9.188  4.613  -4.568
H  -1.480  -3.105  2.563
O  1.698  3.440  -2.085
C  2.801  -0.284  0.505
C  3.387  -0.993  1.722
C  -9.479  -1.391  5.020
C  9.178  2.264  -4.162
C  -1.542  -3.106  1.470
H  -6.104  1.684  -0.732
H  4.417  -0.641  1.846
H  -0.211  -2.835  -0.179
H  -2.520  -1.541  0.331
N  -1.149  -3.694  -3.065
O  1.576  1.386  -3.520
C  -3.646  -1.753  2.164
H  -6.245  3.843  0.328
C  4.261  2.654  -3.202
H  2.849  -0.653  2.612
C  9.696  3.354  -4.843
H  9.560  5.493  -5.075
H  3.174  -0.720  -0.424
H  -0.930  -5.727  -3.231
C  0.046  -2.340  -4.640
H  -5.754  -1.979  5.441
C  -6.824  -1.824  5.346
H  1.239  -3.386  -6.090
H  4.399  -2.851  1.251
H  4.169  1.321  0.171
Cl  2.820  4.802  -0.245
C  -7.687  -2.217  6.357
C  -6.023  2.975  0.952
H  7.738  1.654  -2.684
H  -3.454  -2.343  3.062
C  -3.385  -0.260  2.451
H  -6.095  -0.064  0.776
C  -0.637  -4.772  -3.653
H  0.700  -4.389  1.512
C  -5.178  0.530  0.813
H  5.123  3.169  -3.630
H  3.182  1.528  1.579
N  -7.227  -1.244  4.217
H  -4.484  2.218  -0.358
H  7.760  5.695  -3.377
H  -5.340  3.322  1.727
S  -0.621  3.710  0.518
H  0.288  -1.348  -4.996
H  -10.528  -1.196  4.845
C  2.755  3.249  -1.121
H  -1.236  -1.643  -3.058
C  2.162  2.108  -0.211
H  4.757  2.322  -1.183
C  -0.224  -2.597  0.889
H  4.699  3.997  -1.632
C  8.172  2.483  -3.233
C  3.157  1.205  0.538
N  7.675  3.688  -2.957
C  -2.809  -2.344  1.014
H  1.724  -0.418  0.502
H  -8.835  -0.565  3.140
H  -3.434  -3.043  0.457
H  -0.130  -1.515  1.028

Properties
Kohn-Sham gap   9.42 eV
F_max   0.870 eV/A
HOMO energy   -0.3355 Ha
ΔE to the lowest compared entry with this formula, charge and spin   6.0 kcal per mole
SMILES   CCCCCCCCCCCCCCC[C@]1(P(O)(O)=S)OS(=O)(=O)O[C@]1(Cl)CCO.c1ccncc1.c1ccncc1.c1ccncc1
Electronic energy   -98402.8313 eV



Molecular formula: C34H53CoN7OSSi
Method: DFT, wB97M-V/def2-TZVPD

Element x y z (Å)
H  -3.328  -0.024  0.173
C  2.076  -4.133  -0.444
C  1.323  5.376  2.162
C  -2.132  -0.544  2.870
H  -3.075  0.952  -4.869
H  3.466  -1.413  -1.856
N  -2.822  -0.757  -0.306
C  1.222  4.606  3.314
H  3.685  -2.791  0.043
H  2.866  1.466  0.361
N  -4.706  -2.048  -0.358
N  0.538  -2.373  0.384
C  -3.476  -0.708  3.169
H  -5.430  -0.222  -1.116
H  0.956  -1.997  -3.797
H  4.271  -0.600  0.035
H  -5.457  -0.357  0.657
H  -1.136  3.219  -2.539
H  -1.006  -3.054  -4.668
C  3.308  -1.411  3.344
H  5.014  0.155  -1.388
H  -0.059  -0.136  4.730
C  -1.372  -0.934  -4.765
H  -0.559  -0.756  -5.478
H  0.822  2.674  4.132
H  -5.092  -2.969  -0.475
C  -5.592  -0.904  -0.278
H  3.929  -3.687  -1.451
H  3.586  -2.296  5.280
C  1.722  -1.244  5.138
H  -5.403  0.237  3.248
S  -2.461  -3.379  -0.697
H  1.899  -3.423  1.568
N  2.674  -2.002  -1.614
C  3.801  2.630  -1.156
C  -2.279  1.320  -4.221
H  1.429  -1.469  6.156
H  -2.302  -0.975  -5.332
C  3.180  -3.171  -0.848
N  0.037  -0.828  -2.299
H  -3.837  -1.658  3.543
H  -2.071  2.744  -1.125
C  -0.756  0.177  -2.674
C  -1.632  0.675  2.401
H  -1.674  2.018  -4.811
C  2.255  0.716  -1.554
H  -1.815  -0.701  -0.229
C  3.323  1.278  -0.617
C  0.884  -0.490  4.327
H  2.783  -0.412  1.533
C  -2.535  1.729  2.233
H  1.438  -4.360  -1.305
C  2.463  -0.659  2.543
O  0.301  0.343  0.344
H  -3.538  1.341  -2.490
C  0.890  3.263  3.223
N  -0.859  1.246  -1.869
H  4.258  2.509  -2.142
Si  0.162  0.862  1.874
C  4.527  0.357  -0.427
H  2.698  0.419  -2.514
H  1.584  6.424  2.232
H  2.537  -5.077  -0.152
H  1.516  1.485  -1.766
H  -0.365  -2.611  -0.052
C  0.652  2.661  1.984
C  1.243  -3.624  0.718
H  2.308  -2.335  -2.500
H  -2.174  2.694  1.892
H  -4.567  2.405  2.400
C  2.933  -1.710  4.648
H  0.290  -1.903  1.251
Co  1.297  -0.785  -0.789
H  5.274  0.824  0.217
H  2.971  3.330  -1.250
C  -1.712  2.399  -2.096
H  4.262  -1.755  2.961
C  -4.356  0.354  2.997
H  0.604  3.006  -0.138
C  1.094  4.797  0.922
H  -2.011  -2.424  -3.358
H  0.182  -2.893  -2.471
C  1.233  -0.186  3.009
C  0.081  -2.029  -3.130
H  -6.619  -1.257  -0.316
C  -1.149  -2.211  -3.992
H  -1.461  -1.386  3.014
H  4.542  3.074  -0.490
C  -3.371  -1.980  -0.425
H  -3.416  2.903  -3.315
H  1.407  5.054  4.282
H  1.178  5.394  0.022
C  0.763  3.451  0.839
N  -1.480  0.167  -3.820
H  -0.433  1.113  -0.946
C  -2.858  2.019  -3.008
C  -3.886  1.572  2.522
H  0.527  -4.388  1.030

Properties
Kohn-Sham gap (spin up / spin down)   7.95 / 8.19 eV
F_max   0.047 eV/A
HOMO energy (spin up / spin down)   -0.3937 / -0.3932 Ha
ΔE to the lowest compared entry with this formula, charge and spin   0.0 kcal per mole
Charge   +1
Electronic energy   -104935.8690 eV